Record 1
C4H10NOP | the ωB97M-V functional and the def2-TZVPD basis

ORCA input file:
```
! RIJCOSX wB97M-V def2-TZVPD def2/J DEFGRID3
* xyz 0 1
C -1.064 0.802 -2.190
C 2.215 0.178 0.489
C -0.335 -1.854 0.684
C -1.439 1.140 0.595
N 3.156 -0.287 -0.072
O -0.610 -1.153 -0.500
P -0.385 0.422 -0.645
H -1.593 1.787 -2.278
H -0.888 0.219 -3.107
H 2.434 0.924 1.300
H -0.576 -1.196 1.463
H 0.797 -2.073 0.723
H -0.967 -2.774 0.647
H -1.450 2.184 0.461
H -2.514 0.741 0.897
H -0.961 0.997 1.583
H 4.179 -0.055 -0.049
*
```

Values from the calculation:
HOMO energy (spin up / spin down)   -7.0439 / -7.2354 eV
ΔE to the lowest compared entry with this formula, charge and spin   555.0 kJ/mol
Gap between HOMO and LUMO (spin up / spin down)   7.14 / 7.24 eV
Molecular weight   119.1 g mol⁻¹
E_LUMO (spin up / spin down)   0.00352 / 0.00021 Eh
Total energy   -17131.216 eV

Atomic partial charges in e from the natural (NBO) method, atoms 1 to 8: -0.89, 0.05, -0.24, -1.03, -0.68, -0.82, 1.35, 0.22

Record 2
C35H43IN5PS2V | the ωB97M-V functional and the def2-TZVPD basis

ORCA input file:
```
! RIJCOSX wB97M-V def2-TZVPD def2/J DEFGRID3
* xyz 0 4
V 0.907 -0.438 -0.889
C 6.132 0.920 1.532
S 4.529 1.776 1.536
C 3.652 0.610 0.491
S 3.433 -0.973 0.984
N 3.320 1.095 -0.668
N 2.532 0.409 -1.475
C 2.800 0.454 -2.760
C 1.959 -0.324 -3.577
C 2.147 -0.532 -4.955
C 1.345 -1.429 -5.617
C 0.350 -2.094 -4.895
C 0.202 -1.815 -3.553
N 0.968 -0.951 -2.886
H 6.802 1.486 2.169
H 6.507 0.905 0.513
H 6.003 -0.090 1.908
H 3.671 0.984 -3.133
H 2.933 0.004 -5.461
H 1.486 -1.635 -6.666
H -0.288 -2.819 -5.376
H -0.568 -2.312 -2.975
C 1.867 3.651 0.172
C 0.838 2.715 0.800
C -0.040 3.436 1.818
P -0.093 1.688 -0.474
C -0.889 2.827 -1.732
C -1.262 4.231 -1.264
C -0.007 2.884 -2.979
C -1.489 1.036 0.485
C -2.747 1.584 0.685
C -3.686 0.948 1.493
C -5.048 1.529 1.740
C -3.334 -0.261 2.089
C -2.109 -0.845 1.866
C -1.146 -0.213 1.057
N 0.063 -0.744 0.750
C 0.549 -1.758 1.580
C 0.949 -2.995 1.039
C 1.025 -3.186 -0.447
C 1.297 -4.040 1.880
C 1.274 -3.898 3.260
C 1.590 -5.042 4.175
C 0.959 -2.650 3.781
C 0.623 -1.575 2.975
C 0.361 -0.234 3.600
H 2.567 3.973 0.939
H 1.406 4.539 -0.250
H 2.437 3.135 -0.599
H 1.397 1.928 1.329
H -0.476 4.337 1.398
H 0.573 3.726 2.669
H -0.841 2.790 2.177
H -1.815 2.301 -1.995
H -0.380 4.844 -1.110
H -1.840 4.204 -0.346
H -1.869 4.710 -2.031
H 0.972 3.298 -2.742
H -0.473 3.516 -3.735
H 0.127 1.885 -3.402
H -3.020 2.516 0.208
H -5.275 2.326 1.036
H -5.118 1.935 2.750
H -5.809 0.755 1.650
H -4.045 -0.761 2.734
H -1.883 -1.810 2.297
H 0.112 -2.824 -0.927
H 1.168 -4.237 -0.696
H 1.895 -2.638 -0.841
H 1.590 -4.986 1.439
H 1.674 -5.972 3.617
H 0.809 -5.145 4.929
H 2.529 -4.862 4.697
H 0.981 -2.509 4.852
H 0.921 -0.136 4.527
H -0.699 -0.100 3.827
H 0.669 0.567 2.930
I -4.597 1.432 -2.835
C -3.810 -0.262 -1.858
C -4.638 -1.068 -1.091
C -4.069 -2.171 -0.473
C -2.713 -2.396 -0.627
N -1.930 -1.630 -1.381
C -2.475 -0.584 -1.992
H -5.693 -0.863 -1.008
H -4.678 -2.841 0.113
H -2.231 -3.239 -0.148
H -1.816 -0.006 -2.627
*
```

Values from the calculation:
HOMO energy (spin up / spin down)   -6.6169 / -6.8562 eV
ΔE to the lowest compared entry with this formula, charge and spin   162.9 kJ/mol
Gap between HOMO and LUMO (spin up / spin down)   6.28 / 6.00 eV
Expectation value of S²   3.78
Molecular weight   806.7 g mol⁻¹
E_LUMO (spin up / spin down)   -0.01233 / -0.03163 Eh
Total energy   -109191.313 eV

Atomic partial charges in e from the Löwdin method, atoms 1 to 8: 0.61, -0.41, 0.78, -1.14, 0.70, -0.11, -0.18, -0.06

Record 3
C28H33IrN5O | the ωB97M-V functional and the def2-TZVPD basis

ORCA input file:
```
! RIJCOSX wB97M-V def2-TZVPD def2/J DEFGRID3
* xyz 1 1
Ir 0.144 0.363 -0.015
O -1.434 2.444 3.134
C -0.758 1.842 2.315
N -1.038 1.654 1.012
C -2.205 2.356 0.549
C -2.076 2.947 -0.828
C -3.199 3.572 -1.372
C -3.101 4.200 -2.597
C -1.871 4.202 -3.247
C -0.817 3.556 -2.634
N -0.906 2.928 -1.457
C 0.607 1.353 2.661
C 1.137 1.504 3.925
C 2.425 1.061 4.165
C 3.129 0.470 3.128
C 2.528 0.342 1.891
N 1.294 0.796 1.652
H -2.357 3.214 1.212
H -3.126 1.764 0.642
H -4.134 3.560 -0.826
H -3.960 4.688 -3.036
H -1.730 4.692 -4.199
H 0.153 3.539 -3.125
H 0.517 1.966 4.681
H 2.871 1.161 5.145
H 4.131 0.093 3.269
H 3.028 -0.154 1.081
C 1.904 1.488 -1.983
N 1.830 0.052 -1.622
C 3.224 -0.394 -1.442
C 1.242 -0.728 -2.730
C -0.221 -0.404 -2.934
N -1.011 -0.648 -1.712
C -2.408 -0.219 -1.948
C -1.091 -2.119 -1.506
H 2.583 1.634 -2.828
H 2.280 2.056 -1.132
H 0.919 1.871 -2.226
H 3.768 -0.278 -2.386
H 3.274 -1.440 -1.148
H 3.724 0.225 -0.703
H 1.387 -1.783 -2.501
H 1.779 -0.524 -3.665
H -0.595 -1.021 -3.759
H -0.366 0.636 -3.219
H -2.851 -0.829 -2.740
H -2.447 0.820 -2.242
H -2.980 -0.367 -1.033
H -1.551 -2.570 -2.391
H -1.702 -2.343 -0.640
H -0.110 -2.555 -1.351
C 1.796 -4.601 2.071
C 2.297 -3.640 1.169
C 1.557 -2.532 0.868
C 0.283 -2.303 1.435
C -0.511 -1.156 1.120
C -1.779 -1.070 1.639
C -2.307 -2.086 2.472
C -1.552 -3.165 2.812
C -0.239 -3.301 2.300
C 0.555 -4.433 2.613
H 2.387 -5.472 2.317
H 3.266 -3.792 0.708
H 1.930 -1.814 0.157
H -2.409 -0.220 1.426
H -3.314 -1.979 2.854
H -1.942 -3.931 3.469
H 0.148 -5.176 3.289
*
```

Values from the calculation:
HOMO energy   -10.4710 eV
ΔE to the lowest compared entry with this formula, charge and spin   120.0 kJ/mol
Gap between HOMO and LUMO   7.71 eV
Molecular weight   647.8 g mol⁻¹
E_LUMO   -0.10138 Eh
Total energy   -41903.729 eV

Atomic partial charges in e from the natural (NBO) method, atoms 1 to 8: 1.01, -0.61, 0.61, -0.60, -0.29, 0.23, -0.25, -0.14

- Number 3 is which compound?
  C28H33IrN5O